Density functional theory data (ωB97M-V with the def2-TZVPD basis set) for C25H44FeO2P2 as an isolated structure at a distorted geometry.

Each line ends with the Löwdin spin population.
Positions of all 74 atoms, in Å:
Fe -0.00956 -0.51144 0.46712  2.74
C -0.66883 -1.39101 2.39319  0.06
C -1.73304 -1.40716 1.40806  0.02
C -0.11274 -2.94033 0.76041  0.11
C 0.35214 -2.29381 1.93346  0.03
C -1.38409 -2.40167 0.41573  0.09
C -0.74883 -0.96591 3.81320  0.01
H -1.61342 -0.34080 4.01429  0.00
H 0.16507 -0.43081 4.10174  0.00
H -0.82789 -1.84896 4.46658  0.00
C 1.44887 -2.78515 2.79817  0.00
H 1.92092 -1.96887 3.35742  0.00
H 2.22775 -3.29666 2.21616  0.00
H 1.05655 -3.51245 3.53572  0.00
C 0.39283 -4.22444 0.22346  0.01
H -0.16313 -5.06631 0.67837  0.01
H 1.45194 -4.37559 0.44494  0.00
H 0.25674 -4.29252 -0.86640  0.00
C -2.35911 -3.15364 -0.42346  0.01
H -2.68621 -4.07052 0.09522  0.00
H -1.88786 -3.46955 -1.36522  0.00
H -3.25046 -2.56724 -0.64597  0.00
C -3.08796 -0.82007 1.55973  0.00
H -3.76474 -1.58567 1.97063  0.00
H -3.49301 -0.49970 0.58659  0.00
H -3.08101 0.03536 2.24730  0.00
C 1.32149 2.64948 -0.68317  0.51
C 0.37760 3.04532 0.36057  0.06
C -0.77979 4.02626 -0.12731  0.00
C -1.57115 3.58892 -1.35453  0.00
C -1.48298 2.08171 -1.63233  0.00
C -0.54953 1.71092 -2.74843  0.41
C 0.63532 2.52146 -3.14223  0.08
C 1.36192 3.33603 -2.02414  0.07
H -0.38400 5.03461 -0.34642  0.00
H -1.29917 4.23274 -2.22081  0.00
H -1.47197 4.18302 0.71425  0.00
H 0.98320 4.37864 -2.03337  0.01
H 2.27604 2.24995 -0.33767  0.02
H 0.75126 3.57307 1.27302  0.03
H 2.42618 3.40296 -2.32234  0.01
H 1.37910 1.81239 -3.56715  0.01
H -0.91016 1.09200 -3.57307  0.01
H 0.40810 3.22449 -3.97459  0.02
H -2.63661 3.83597 -1.17903  0.00
H -2.44095 1.59158 -1.72343  0.00
P 0.59000 1.41365 1.43936  0.05
C 2.35048 1.64833 1.95015  0.01
C -0.70629 1.96000 2.50852  0.01
P -0.49819 -0.67926 -1.79074  0.21
C -0.18811 0.78266 -0.78255  0.11
C -2.20346 -0.77400 -2.40052  0.04
C 0.75397 -0.88266 -3.10726  0.04
H 3.03114 1.10432 1.26941  0.00
H 2.44270 1.25289 2.98331  0.00
H 2.56985 2.71826 1.91213  0.00
H -1.32996 2.67844 2.00903  0.00
H -0.20951 2.38992 3.38494  0.00
H -1.34250 1.11629 2.81965  0.00
H 0.72804 -0.06685 -3.82922  0.01
H 0.46841 -1.83702 -3.58003  0.00
H 1.75710 -0.95303 -2.65392  0.00
H 0.78955 1.20455 -1.18836  0.03
H -1.11365 1.47977 -0.48409  0.00
H -2.38884 -1.84497 -2.65580  0.00
H -2.37196 -0.17252 -3.30254  0.01
H -2.91992 -0.46720 -1.61665  0.00
C 3.72148 -2.49805 -0.32308  0.01
O 2.36292 -2.16207 -0.04297  0.02
C 1.98076 -0.88413 -0.22513  0.10
O 2.80478 -0.08695 -0.69555  0.02
H 3.81268 -3.54196 -0.00165  0.00
H 4.40333 -1.86794 0.25118  0.00
H 3.91037 -2.41711 -1.39188  0.00

Computed properties:
**⟨S²⟩**: 8.92
**Charge**: +1
**Spin multiplicity**: 6
**Gap between HOMO and LUMO (alpha / beta)**: 5.60 / 7.27 eV
**Strongest force on any atom**: 4.4 eV Å⁻¹
**E**: -83680.922 eV